[1]
Here is C22H27FN2O4 in the gas phase from the OMol25 dataset. Energies are from wB97M-V/def2-TZVPD.

As for the structure (SMILES): COc1cc(C(C)=O)ccc1OC[C@@H](O)CN1CCN(c2ccc(F)cc2)CC1. Its multiplicity is 1. The value obtained for the energy above the lowest of the compared OMol25 structures with the same formula, charge and spin is 65.05 kcal per mole. Its orbital gap is 8.2725 eV. The calculated total energy comes out at -37138.76655 eV. The HOMO energy is -7.77 eV.

Each line ends with the natural charge from an NBO analysis.
Positions of all 56 atoms, in Å:
C 0.653 -2.962 -3.472  -0.240
H 0.331 -3.911 -3.900  0.195
O 1.763 -3.278 -2.664  -0.494
C 2.603 -2.305 -2.208  0.230
C 3.860 -2.756 -1.836  -0.176
C 4.842 -1.908 -1.330  -0.180
C 4.542 -0.555 -1.208  -0.188
C 3.292 -0.088 -1.564  -0.300
C 2.301 -0.936 -2.051  0.329
O 1.045 -0.509 -2.374  -0.544
C 0.717 0.858 -2.209  -0.100
C -0.775 1.005 -2.543  0.080
O -1.057 0.567 -3.844  -0.705
H -0.708 -0.328 -3.935  0.470
C -1.613 0.247 -1.497  -0.231
N -1.410 0.799 -0.171  -0.464
C -2.270 1.938 0.101  -0.237
C -1.876 2.580 1.436  -0.211
N -1.988 1.620 2.514  -0.432
C -3.186 1.482 3.199  0.165
C -3.708 0.238 3.573  -0.266
C -4.868 0.139 4.317  -0.247
C -5.531 1.289 4.694  0.354
C -5.044 2.537 4.352  -0.258
C -3.880 2.626 3.618  -0.230
H -3.494 3.606 3.387  0.211
H -5.569 3.424 4.669  0.228
F -6.675 1.195 5.414  -0.330
H -5.263 -0.825 4.597  0.227
H -3.218 -0.676 3.280  0.213
C -1.162 0.471 2.219  -0.219
H -1.205 -0.245 3.038  0.213
C -1.547 -0.186 0.890  -0.235
H -0.870 -1.018 0.685  0.207
H -2.579 -0.576 0.950  0.169
H -0.131 0.831 2.136  0.203
H -2.510 3.445 1.619  0.211
H -0.834 2.911 1.381  0.198
H -2.155 2.668 -0.702  0.202
H -3.332 1.636 0.148  0.172
H -2.670 0.269 -1.806  0.187
H -1.283 -0.795 -1.496  0.201
H -1.029 2.069 -2.528  0.182
H 0.871 1.177 -1.173  0.202
H 1.315 1.475 -2.890  0.186
H 3.082 0.963 -1.452  0.222
H 5.267 0.148 -0.833  0.216
C 6.151 -2.501 -0.965  0.577
O 6.365 -3.687 -1.085  -0.539
C 7.206 -1.558 -0.438  -0.717
H 8.108 -2.122 -0.214  0.239
H 7.433 -0.797 -1.181  0.229
H 6.854 -1.071 0.468  0.229
H 4.080 -3.807 -1.946  0.249
H 0.925 -2.278 -4.281  0.175
H -0.168 -2.537 -2.888  0.173

---

[2]
Here is C22H27N3O3S2 in the gas phase from the OMol25 dataset. Energies are from wB97M-V/def2-TZVPD.

As for the structure (SMILES): CSCC[C@@H](NS(=O)(=O)c1ccc(C)cc1)C(=O)NCCc1c[nH]c2ccccc12. Its multiplicity is 1. The value obtained for the energy above the lowest of the compared OMol25 structures with the same formula, charge and spin is 4.71 kcal per mole. Its orbital gap is 8.2522 eV. The calculated total energy comes out at -55536.69261 eV. The HOMO energy is -7.75 eV.

Each line ends with the natural charge from an NBO analysis.
Positions of all 57 atoms, in Å:
C -4.816 -1.139 -0.549  -0.741
H -4.586 -0.581 0.354  0.213
H -5.442 -1.999 -0.326  0.217
H -5.313 -0.492 -1.263  0.227
S -3.281 -1.706 -1.337  0.164
C -2.723 -2.913 -0.090  -0.516
C -2.145 -2.259 1.153  -0.424
H -2.864 -1.571 1.600  0.212
H -1.911 -3.042 1.877  0.239
C -0.861 -1.491 0.827  -0.170
N -0.641 -0.421 1.781  -0.867
S -0.231 1.069 1.167  2.328
O 0.172 1.875 2.279  -0.927
O 0.686 0.933 0.060  -0.969
C -1.809 1.600 0.539  -0.361
C -2.047 1.625 -0.819  -0.181
C -3.297 2.000 -1.281  -0.166
C -4.306 2.348 -0.390  0.001
C -4.040 2.316 0.978  -0.224
C -2.795 1.941 1.446  -0.158
H -2.566 1.912 2.499  0.239
H -4.820 2.586 1.676  0.218
C -5.656 2.766 -0.882  -0.636
H -5.762 3.848 -0.797  0.230
H -5.795 2.492 -1.925  0.218
H -6.443 2.309 -0.287  0.222
H -3.491 2.015 -2.343  0.209
H -1.254 1.353 -1.497  0.240
H -0.143 -0.673 2.619  0.420
H -0.975 -1.003 -0.148  0.239
C 0.348 -2.445 0.753  0.667
O 0.253 -3.635 0.988  -0.639
N 1.488 -1.818 0.444  -0.639
H 1.475 -0.829 0.211  0.438
C 2.755 -2.499 0.296  -0.215
H 3.427 -2.189 1.104  0.193
H 2.560 -3.571 0.382  0.231
C 3.393 -2.155 -1.057  -0.419
C 3.594 -0.679 -1.159  -0.116
C 2.784 0.219 -1.791  -0.003
N 3.241 1.490 -1.595  -0.537
C 4.342 1.446 -0.792  0.208
C 5.146 2.467 -0.303  -0.257
C 6.223 2.113 0.481  -0.215
C 6.503 0.774 0.769  -0.239
C 5.711 -0.243 0.286  -0.191
C 4.609 0.085 -0.504  -0.118
H 5.938 -1.275 0.512  0.208
H 7.359 0.540 1.384  0.210
H 6.867 2.882 0.881  0.211
H 4.930 3.502 -0.526  0.211
H 2.754 2.325 -1.871  0.413
H 1.910 0.036 -2.387  0.211
H 2.739 -2.497 -1.861  0.215
H 4.348 -2.677 -1.136  0.217
H -3.578 -3.544 0.155  0.220
H -1.964 -3.518 -0.583  0.239

---

[3]
Here is C22H27N7O2 in the gas phase in a non-equilibrium geometry from the OMol25 dataset. Energies are from wB97M-V/def2-TZVPD.

As for the structure (SMILES): COc1ccc(N2CCN(C(=O)Cn3nnc(-c4ccc(N(C)C)cc4)n3)CC2)cc1. Its multiplicity is 1. The value obtained for the energy above the lowest of the compared OMol25 structures with the same formula, charge and spin is 82.19 kcal per mole. Its orbital gap is 8.1704 eV. The calculated total energy comes out at -37776.91937 eV. The HOMO energy is -7.62 eV.

Each line ends with the natural charge from an NBO analysis.
Positions of all 58 atoms, in Å:
C -4.113 -4.335 0.873  -0.250
H -3.951 -4.116 1.934  0.174
O -2.966 -4.886 0.277  -0.495
C -1.822 -4.138 0.263  0.278
C -1.692 -2.860 0.785  -0.309
C -0.479 -2.192 0.711  -0.191
C 0.635 -2.784 0.128  0.125
C 0.495 -4.075 -0.390  -0.208
C -0.708 -4.737 -0.330  -0.239
H -0.814 -5.733 -0.728  0.223
H 1.348 -4.568 -0.831  0.212
N 1.898 -2.172 0.087  -0.454
C 2.124 -1.018 0.929  -0.223
H 1.691 -1.201 1.915  0.218
C 3.638 -0.816 1.082  -0.228
N 4.243 -0.636 -0.217  -0.432
C 4.765 0.484 -0.751  0.679
O 5.221 0.524 -1.876  -0.612
C 4.811 1.737 0.139  -0.316
N 3.510 2.121 0.592  0.001
N 3.238 2.413 1.843  -0.043
N 1.982 2.671 1.910  -0.272
C 1.484 2.525 0.660  0.281
N 2.453 2.175 -0.188  -0.272
C 0.096 2.678 0.313  -0.171
C -0.347 2.433 -0.986  -0.137
C -1.676 2.566 -1.313  -0.310
C -2.626 2.951 -0.353  0.278
C -2.166 3.191 0.954  -0.312
C -0.837 3.056 1.278  -0.135
H -0.497 3.240 2.285  0.230
H -2.857 3.479 1.730  0.215
N -3.952 3.075 -0.668  -0.430
C -4.421 2.782 -1.999  -0.402
H -5.509 2.788 -2.008  0.207
H -4.066 3.516 -2.732  0.188
H -4.089 1.789 -2.310  0.202
C -4.865 3.696 0.260  -0.403
H -5.818 3.876 -0.232  0.208
H -4.479 4.656 0.614  0.197
H -5.047 3.053 1.127  0.193
H -1.973 2.379 -2.332  0.216
H 0.372 2.144 -1.738  0.227
H 5.238 2.534 -0.478  0.248
H 5.438 1.586 1.020  0.246
C 4.003 -1.783 -1.073  -0.232
C 2.495 -1.983 -1.223  -0.218
H 2.296 -2.854 -1.846  0.214
H 2.071 -1.094 -1.720  0.181
H 4.466 -1.588 -2.041  0.250
H 4.455 -2.667 -0.615  0.197
H 3.846 0.017 1.750  0.222
H 4.063 -1.725 1.523  0.205
H 1.672 -0.108 0.503  0.181
H -0.426 -1.191 1.110  0.210
H -2.527 -2.358 1.248  0.217
H -4.889 -5.094 0.778  0.199
H -4.437 -3.423 0.360  0.173

---

[4]
Here is a molecular structure, C22H28BN12S5Tl in a non-equilibrium geometry from the OMol25 dataset. Energies are from wB97M-V/def2-TZVPD.

Its multiplicity is 1. The value obtained for the energy above the lowest of the compared OMol25 structures with the same formula, charge and spin is 6.13 kcal per mole. Its orbital gap is 6.0066 eV. The calculated total energy comes out at -100686.47057 eV. Its charge is +2. The HOMO energy is -12.58 eV.

Each line ends with the natural charge from an NBO analysis.
Positions of all 69 atoms, in Å:
Tl 0.078 0.024 -0.109  1.033
C -1.187 -3.925 -2.993  -0.702
C -1.097 -2.673 -2.173  0.258
N -0.025 -2.318 -1.561  -0.210
N 1.051 -3.119 -1.587  -0.416
C 2.231 -2.818 -0.998  0.316
N 3.202 -3.726 -1.092  -0.738
S 2.512 -1.368 -0.209  -0.090
C -2.274 -1.807 -2.017  0.155
C -3.558 -2.261 -2.320  -0.214
C -4.643 -1.418 -2.145  -0.134
C -4.424 -0.133 -1.673  -0.226
C -3.119 0.250 -1.406  0.062
N -2.079 -0.558 -1.564  -0.488
H -1.269 -4.802 -2.347  0.255
H -0.297 -4.033 -3.616  0.239
H -2.041 -3.911 -3.660  0.256
H 0.977 -4.023 -2.053  0.393
H 3.076 -4.615 -1.550  0.412
H 4.103 -3.529 -0.688  0.440
H -3.715 -3.262 -2.679  0.239
H -5.641 -1.764 -2.365  0.248
H -5.239 0.557 -1.526  0.249
H -2.892 1.255 -1.077  0.226
N 2.476 1.012 2.834  -0.785
C 2.778 1.581 1.663  0.288
N 2.073 1.463 0.574  -0.575
C 2.605 2.188 -0.467  0.105
C 3.727 2.889 -0.144  -0.419
S 4.159 2.643 1.508  0.433
C 1.968 2.185 -1.768  0.111
C 2.344 2.979 -2.809  -0.415
S 1.304 2.767 -4.163  0.453
C 0.419 1.579 -3.244  0.286
N 0.873 1.388 -2.032  -0.556
N -0.588 0.895 -3.804  -0.790
H 1.754 0.308 2.864  0.427
H 3.141 1.033 3.586  0.420
H 4.335 3.506 -0.772  0.256
H 3.175 3.649 -2.868  0.258
H -0.966 1.219 -4.678  0.419
H -1.142 0.306 -3.200  0.416
C -4.285 -1.790 1.270  -0.416
N -3.677 -0.666 1.921  -0.329
C -4.336 0.402 2.450  -0.064
C -3.412 1.154 3.109  -0.014
N -2.203 0.549 2.996  -0.458
B -0.939 0.935 3.796  0.181
N -0.416 2.318 3.331  -0.458
C 0.269 3.147 4.160  -0.031
C 0.758 4.187 3.429  -0.058
N 0.368 3.983 2.140  -0.323
C 0.691 4.849 1.042  -0.418
C -0.359 2.840 2.101  0.247
S -1.196 2.303 0.700  -0.194
C -2.371 -0.547 2.249  0.248
S -1.167 -1.646 1.721  -0.109
H -5.034 -1.441 0.562  0.216
H -4.759 -2.435 2.010  0.233
H -3.514 -2.364 0.758  0.238
H -5.391 0.538 2.344  0.242
H -3.538 2.059 3.667  0.245
H -1.235 1.006 4.938  -0.013
H -0.100 0.118 3.587  -0.052
H 0.353 2.937 5.206  0.249
H 1.327 5.043 3.732  0.245
H 1.769 5.018 1.024  0.223
H 0.188 5.811 1.147  0.231
H 0.380 4.380 0.110  0.243